No. 1
{
  "formula": "C21H18IN4O2Pd",
  "method": "wB97M-V/def2-TZVPD",
  "elements": ["Pd", "C", "C", "N", "C", "C", "C", "O", "C", "C", "N", "C", "C", "C", "C", "C", "C", "I", "C", "O", "H", "H", "H", "H", "H", "H", "H", "H", "H", "H", "H", "H", "N", "C", "N", "C", "C", "C", "C", "C", "C", "H", "H", "H", "H", "H", "H"],
  "xyz": [[0.23, -0.52, 1.11], [2.41, 1.01, -3.01], [1.52, 1.92, -2.30], [1.22, 3.11, -2.66], [0.17, 3.76, -2.35], [-1.03, 3.03, -1.84], [-2.31, 3.74, -2.10], [-3.40, 3.21, -1.43], [-0.70, 1.94, -1.08], [-1.72, 1.31, -0.21], [-1.53, 0.48, 0.75], [-2.67, 0.18, 1.58], [-3.72, 1.08, 1.71], [-4.84, 0.77, 2.47], [-4.91, -0.45, 3.13], [-3.84, -1.34, 3.07], [-2.74, -1.01, 2.31], [-1.08, -2.29, 2.37], [0.72, 1.45, -1.08], [1.20, 0.65, -0.31], [2.67, 1.38, -3.99], [2.00, 0.00, -3.04], [3.33, 0.92, -2.40], [0.20, 4.85, -2.34], [-2.43, 3.69, -3.20], [-2.15, 4.80, -1.86], [-4.20, 3.71, -1.64], [-2.72, 1.65, -0.42], [-3.67, 2.06, 1.25], [-5.64, 1.48, 2.57], [-5.78, -0.70, 3.73], [-3.88, -2.27, 3.62], [3.83, -2.19, 2.30], [2.74, -1.44, 2.49], [1.93, -1.51, 1.45], [2.51, -2.39, 0.52], [2.06, -2.85, -0.71], [2.87, -3.74, -1.38], [4.10, -4.16, -0.84], [4.55, -3.72, 0.39], [3.72, -2.82, 1.06], [4.58, -2.29, 2.96], [2.58, -0.85, 3.37], [1.09, -2.56, -1.11], [2.56, -4.14, -2.33], [4.70, -4.87, -1.39], [5.49, -4.05, 0.81]],
  "nbo_charge": [0.783, -0.706, 0.435, -0.307, 0.284, 0.094, -0.120, -0.710, -0.179, 0.142, -0.433, 0.127, -0.208, -0.164, -0.124, -0.207, -0.192, 0.566, 0.541, -0.472, 0.299, 0.290, 0.323, 0.275, 0.250, 0.238, 0.526, 0.269, 0.233, 0.260, 0.265, 0.257, -0.469, 0.258, -0.528, 0.132, -0.274, -0.163, -0.173, -0.194, 0.094, 0.461, 0.247, 0.217, 0.244, 0.255, 0.258],
  "spin_multiplicity": 1,
  "total_charge": 3,
  "homo_energy_ev": -16.83
}


No. 2
{
  "formula": "C21H18N10O4RuS2",
  "method": "wB97M-V/def2-TZVPD",
  "elements": ["Ru", "C", "C", "N", "C", "C", "N", "C", "C", "C", "C", "C", "N", "C", "C", "N", "C", "C", "N", "C", "C", "C", "N", "C", "C", "H", "H", "H", "H", "H", "H", "H", "H", "H", "H", "H", "H", "C", "C", "N", "N", "C", "S", "N", "N", "H", "H", "H", "H", "H", "H", "O", "S", "O", "O", "O"],
  "xyz": [[1.35, 0.31, -0.50], [3.67, -3.46, 0.08], [3.29, -2.14, 0.29], [2.03, -1.78, 0.15], [1.13, -2.71, -0.19], [1.53, -4.01, -0.43], [2.81, -4.39, -0.30], [-0.29, -2.24, -0.30], [-1.38, -3.08, -0.29], [-2.66, -2.56, -0.35], [-2.78, -1.17, -0.40], [-1.65, -0.38, -0.39], [-0.44, -0.91, -0.36], [-1.69, 1.13, -0.45], [-2.86, 1.86, -0.46], [-2.87, 3.19, -0.60], [-1.69, 3.78, -0.73], [-0.50, 3.07, -0.67], [-0.51, 1.76, -0.51], [-3.87, -3.44, -0.33], [-3.76, -4.83, -0.36], [-4.90, -5.61, -0.33], [-6.14, -5.11, -0.26], [-6.24, -3.78, -0.24], [-5.15, -2.92, -0.27], [4.71, -3.77, 0.20], [4.00, -1.36, 0.55], [0.83, -4.77, -0.76], [-1.21, -4.15, -0.23], [-3.75, -0.70, -0.46], [-3.82, 1.38, -0.36], [-1.69, 4.85, -0.88], [0.47, 3.55, -0.75], [-2.80, -5.32, -0.43], [-4.82, -6.69, -0.35], [-7.25, -3.38, -0.20], [-5.34, -1.85, -0.25], [3.48, 6.03, 1.54], [2.91, 4.79, 2.13], [2.45, 4.65, 3.33], [2.03, 3.36, 3.38], [2.21, 2.70, 2.23], [1.80, 1.05, 1.99], [2.80, 3.60, 1.44], [3.09, 3.45, 0.07], [3.46, 6.81, 2.29], [2.91, 6.34, 0.67], [4.52, 5.88, 1.23], [1.62, 2.97, 4.21], [3.30, 2.46, -0.12], [3.92, 3.99, -0.13], [1.44, 1.37, -2.56], [2.80, 0.72, -2.54], [3.72, 1.13, -3.54], [3.26, 1.08, -1.08], [2.51, -0.74, -2.41]],
  "lowdin_spin": [3.865, 0.004, 0.014, 0.096, 0.012, 0.002, 0.004, 0.016, 0.000, 0.010, 0.000, 0.016, 0.081, 0.007, 0.003, -0.001, 0.005, 0.010, 0.098, 0.000, 0.002, 0.000, 0.002, 0.000, 0.002, 0.001, 0.001, 0.001, 0.000, 0.000, 0.001, 0.001, 0.001, 0.000, 0.000, 0.000, 0.000, 0.000, 0.001, 0.007, 0.013, 0.030, 0.156, 0.007, 0.002, 0.000, 0.000, 0.000, 0.001, 0.000, 0.000, 0.185, 0.005, 0.027, 0.170, 0.142],
  "spin_multiplicity": 6,
  "total_charge": 1,
  "homo_energy_ev": [-11.52, -11.97],
  "s2": 8.76
}


No. 3
{
  "formula": "C21H18N2O2",
  "method": "wB97M-V/def2-TZVPD",
  "elements": ["C", "N", "O", "O", "C", "C", "C", "C", "C", "C", "H", "H", "H", "H", "H", "H", "C", "C", "N", "C", "C", "C", "C", "C", "C", "C", "C", "C", "C", "C", "C", "H", "H", "H", "H", "H", "H", "H", "H", "H", "H", "H", "H"],
  "xyz": [[-0.88, -1.91, 1.89], [-2.21, -1.86, 1.61], [-3.06, -1.61, 2.52], [-2.61, -2.12, 0.43], [0.13, -1.92, 0.87], [-0.17, -1.88, -0.52], [0.83, -2.10, -1.47], [2.16, -2.29, -1.08], [2.49, -2.24, 0.29], [1.50, -2.03, 1.24], [-0.60, -1.81, 2.94], [-1.20, -1.72, -0.82], [0.55, -2.12, -2.52], [2.94, -2.47, -1.82], [3.53, -2.36, 0.60], [1.74, -1.98, 2.31], [-0.76, -4.97, 2.13], [-2.13, -4.57, 1.85], [-3.08, -4.48, 2.77], [-4.47, -4.40, 2.49], [-5.12, -4.53, 1.28], [-6.53, -4.55, 1.30], [-7.25, -4.39, 2.50], [-6.57, -4.20, 3.72], [-5.17, -4.24, 3.70], [-4.21, -4.20, 4.76], [-2.92, -4.35, 4.18], [-1.78, -4.32, 4.97], [-1.95, -4.19, 6.36], [-3.23, -4.05, 6.93], [-4.37, -4.03, 6.13], [-0.30, -5.16, 1.14], [-0.17, -4.15, 2.57], [-0.65, -5.87, 2.76], [-2.49, -4.61, 0.82], [-4.54, -4.62, 0.36], [-7.08, -4.70, 0.37], [-8.34, -4.41, 2.50], [-7.07, -4.04, 4.67], [-0.80, -4.41, 4.52], [-1.07, -4.19, 7.01], [-3.33, -3.95, 8.01], [-5.38, -3.90, 6.52]],
  "nbo_charge": [-0.225, 0.419, -0.546, -0.581, -0.074, -0.221, -0.211, -0.247, -0.221, -0.229, 0.206, 0.260, 0.209, 0.208, 0.209, 0.200, -0.729, 0.337, -0.315, 0.138, -0.186, -0.195, -0.196, -0.201, 0.020, -0.069, 0.207, -0.229, -0.202, -0.191, -0.176, 0.260, 0.283, 0.249, 0.242, 0.229, 0.225, 0.223, 0.221, 0.227, 0.225, 0.223, 0.222],
  "spin_multiplicity": 1,
  "homo_energy_ev": -6.62
}


No. 4
{
  "formula": "C21H19AgCl3N4OSSbSe4",
  "method": "wB97M-V/def2-TZVPD",
  "elements": ["Ag", "Se", "Sb", "Se", "Se", "Se", "Cl", "C", "C", "C", "C", "C", "C", "N", "C", "C", "N", "C", "O", "C", "C", "C", "Cl", "S", "C", "C", "C", "Cl", "C", "H", "H", "H", "H", "H", "H", "H", "H", "H", "H", "H", "H", "H", "N", "C", "C", "C", "C", "C", "N", "H", "H", "H", "H", "H", "H"],
  "xyz": [[-2.30, 0.33, 1.23], [-3.79, 5.04, 2.41], [-1.87, 3.52, 2.24], [-2.35, 1.47, 3.62], [-1.79, 2.60, -0.13], [0.35, 4.38, 2.82], [-0.50, -3.49, -4.53], [0.78, -2.93, -3.50], [1.04, -1.58, -3.39], [2.07, -1.16, -2.56], [2.84, -2.05, -1.83], [3.93, -1.57, -0.89], [3.48, -1.60, 0.58], [2.24, -0.94, 0.93], [2.11, 0.11, 1.83], [0.78, 0.35, 1.94], [0.08, -0.53, 1.16], [0.97, -1.29, 0.58], [4.53, -0.37, -1.36], [4.30, 0.91, -0.76], [3.31, 1.75, -1.52], [3.54, 2.21, -2.78], [4.97, 1.97, -3.71], [2.22, 3.10, -3.41], [1.33, 2.87, -1.96], [2.02, 2.14, -1.05], [2.56, -3.41, -1.99], [3.49, -4.62, -1.14], [1.54, -3.86, -2.81], [0.43, -0.86, -3.92], [2.26, -0.10, -2.47], [4.74, -2.30, -0.93], [4.27, -1.16, 1.19], [3.41, -2.66, 0.86], [2.96, 0.59, 2.28], [0.28, 1.10, 2.54], [0.76, -2.10, -0.10], [5.28, 1.40, -0.78], [3.98, 0.84, 0.27], [0.34, 3.28, -1.81], [1.61, 1.91, -0.08], [1.34, -4.92, -2.90], [-5.08, 2.05, 0.87], [-5.36, 0.87, 1.47], [-6.29, 0.82, 2.54], [-6.62, -0.38, 3.09], [-6.04, -1.55, 2.58], [-5.12, -1.41, 1.56], [-4.76, -0.24, 1.01], [-5.12, 2.89, 1.44], [-4.25, 2.05, 0.28], [-6.70, 1.75, 2.92], [-7.31, -0.43, 3.92], [-6.26, -2.53, 2.99], [-4.61, -2.28, 1.17]],
  "nbo_charge": [0.743, -0.898, 1.085, -0.970, -1.018, -0.892, -0.006, -0.023, -0.237, -0.103, -0.098, 0.097, -0.232, -0.381, -0.127, -0.065, -0.484, 0.171, -0.542, -0.078, -0.149, -0.261, 0.005, 0.434, -0.384, -0.249, -0.008, -0.026, -0.268, 0.241, 0.241, 0.197, 0.220, 0.217, 0.216, 0.280, 0.192, 0.194, 0.194, 0.296, 0.277, 0.234, -0.825, 0.428, -0.281, -0.161, -0.353, 0.056, -0.543, 0.429, 0.427, 0.218, 0.196, 0.198, 0.175],
  "spin_multiplicity": 1,
  "total_charge": -2,
  "homo_energy_ev": -1.12
}